# 1
Formula: C32H27BrCl3KN3O5
Source: the Open Molecules 2025 dataset
Level of theory: the ωB97M-V functional and the def2-TZVPD basis

ΔE to the lowest compared entry with this formula, charge and spin   1.017 eV
Molecular weight   758.945 g mol⁻¹
Total charge   -1
Orbital gap   6.64 eV
E_tot   -172268.943 eV

```
72
Properties=species:S:1:pos:R:3:forces:R:3:lowdin_charge:R:1
K -0.15392 -0.03672 0.33318 0.2 1.1 1.1 0.81
Cl 3.11519 -7.05804 0.22274 0.0 0.0 0.0 0.60
C 2.54185 -5.44376 0.57756 0.0 0.0 0.0 -0.70
C 1.90387 -4.70554 -0.40683 0.0 0.0 0.0 -0.15
C 1.45224 -3.43847 -0.11045 0.0 0.0 0.0 -0.56
Cl 0.66512 -2.50609 -1.35417 0.0 -0.2 0.0 0.72
C 1.58073 -2.80973 1.16899 0.0 -0.1 0.1 -0.53
O 1.12348 -1.65528 1.42120 0.7 -0.7 0.5 -0.29
C 2.27195 -3.63421 2.10462 0.0 0.1 -0.1 -0.56
Cl 2.60058 -2.97590 3.69332 0.0 0.0 0.0 0.70
C 2.73641 -4.90692 1.83590 0.0 0.0 0.0 -0.17
H 1.75986 -5.11333 -1.39764 0.0 0.0 0.0 0.10
H 3.25055 -5.46891 2.60307 0.0 0.0 0.0 0.10
Br -5.83314 -1.11488 0.88594 0.0 0.0 0.0 0.69
C -5.20516 0.03602 -0.49694 0.0 0.0 0.0 -0.67
C -6.11032 0.85695 -1.14880 0.0 0.0 0.0 -0.15
C -5.63911 1.69620 -2.14833 0.0 0.0 0.0 -0.08
C -4.28934 1.71876 -2.46891 0.0 0.0 0.0 -0.03
C -3.39435 0.89209 -1.80409 0.0 0.0 -0.1 -0.13
C -3.86275 0.03325 -0.81739 0.0 0.0 0.0 -0.07
C -1.89823 0.95620 -2.11794 -0.1 -0.1 -0.1 -0.65
O -1.51136 1.95505 -2.76933 0.0 -0.1 -0.1 -0.05
O -1.19561 0.02806 -1.66435 -0.8 0.2 -1.4 -0.24
H -7.15743 0.83829 -0.87962 0.0 0.0 0.0 0.09
H -6.33425 2.34199 -2.67084 0.0 0.0 0.0 0.10
H -3.90253 2.38656 -3.22690 0.0 0.0 0.0 0.11
H -3.16742 -0.62627 -0.31782 0.0 0.0 0.0 0.10
C -1.35804 -2.17112 3.47424 0.0 0.1 -0.1 -0.04
O -0.80196 -1.70646 4.70614 -0.1 -0.2 0.1 -0.11
C -1.06431 -0.39611 5.00048 0.1 0.2 0.0 -0.24
C -2.32299 0.04518 5.37278 0.0 0.0 0.0 0.00
C -2.51406 1.37103 5.73240 0.0 0.0 0.0 -0.09
C -1.43918 2.24936 5.72990 0.1 -0.1 0.1 -0.10
C -0.18108 1.81347 5.34911 -0.2 0.0 0.3 -0.02
C 0.00831 0.49335 4.96644 -0.2 -0.2 0.2 -0.17
N 1.26287 -0.02546 4.60434 0.1 0.0 0.1 0.13
C 2.33261 0.64188 4.18024 -0.1 -0.2 0.0 -0.02
C 2.34954 1.84823 3.50330 0.1 0.2 -0.2 -0.15
C 3.59923 2.52622 3.31562 -0.1 -0.1 0.0 -0.06
C 3.70589 3.58553 2.48238 -0.1 0.1 -0.1 -0.11
C 2.55857 4.00363 1.73006 0.1 0.0 0.0 -0.07
C 1.36630 3.37156 1.82107 -0.1 0.0 0.2 0.01
C 1.17328 2.24941 2.72543 0.4 -0.1 0.0 -0.37
O 0.11883 1.60273 2.78798 -0.2 0.3 -0.8 -0.03
H -2.44048 -2.02789 3.45544 0.0 0.0 0.0 0.09
H -1.12301 -3.23015 3.41170 0.0 0.0 0.0 0.10
H -0.88984 -1.65204 2.63767 0.0 -0.1 0.0 0.07
H -3.14530 -0.65883 5.38915 0.0 0.0 0.0 0.12
H -3.49961 1.71463 6.01797 0.0 0.0 0.0 0.10
H -1.58186 3.28535 6.00864 0.0 0.0 0.0 0.10
H 0.65337 2.50169 5.32037 0.0 0.0 0.0 0.12
H 1.35035 -1.03040 4.70773 0.0 0.0 0.0 0.08
H 3.27384 0.12351 4.34726 -0.1 0.0 -0.1 0.13
H 4.46383 2.17238 3.86739 0.0 0.0 0.0 0.11
H 4.64886 4.10000 2.35615 0.0 0.0 0.0 0.09
H 2.66049 4.84233 1.05034 0.0 0.0 0.0 0.10
H 0.50568 3.68232 1.24034 0.0 0.0 0.0 0.10
C -1.20265 6.01429 -1.57005 0.0 0.0 0.0 -0.03
C -1.59854 5.03765 -0.51256 0.0 0.0 0.0 -0.32
C -1.89882 5.19875 0.82641 0.0 0.0 0.0 -0.01
C -2.17866 3.89760 1.29898 0.0 0.0 0.0 -0.37
N -2.06163 3.01447 0.31882 0.1 -0.1 0.0 0.11
N -1.71104 3.72406 -0.76824 0.0 0.2 0.2 0.05
C -2.53973 3.45857 2.68036 0.0 0.0 0.0 -0.04
H -1.65813 6.98619 -1.38366 0.0 0.0 0.0 0.07
H -1.52128 5.66824 -2.55355 0.0 0.0 0.0 0.08
H -0.11974 6.15068 -1.60125 0.0 0.0 0.0 0.07
H -1.90904 6.12175 1.38314 0.0 0.0 0.0 0.10
H -1.57280 3.20433 -1.64645 0.0 0.0 -0.1 0.09
H -3.39760 4.01591 3.06173 0.0 0.0 0.0 0.07
H -1.70398 3.59915 3.36959 -0.1 0.0 -0.1 0.06
H -2.78089 2.39697 2.67581 0.0 0.0 0.0 0.08
```
Positions in Å, forces in eV/Å.

---

# 2
Formula: C9H4F9N2O6S3
Source: the Open Molecules 2025 dataset
Level of theory: the ωB97M-V functional and the def2-TZVPD basis

Molecular weight   503.322 g mol⁻¹
Total charge   -1
Orbital gap   9.70 eV
E_tot   -81625.761 eV

```
33
Properties=species:S:1:pos:R:3:forces:R:3:lowdin_charge:R:1
O 2.85622 -1.67852 2.28671 -0.4 0.7 0.6 -0.31
S 2.43373 -1.73639 0.91959 0.4 -0.9 0.7 0.53
O 3.21370 -2.63180 0.11696 -0.1 0.0 -0.9 -0.30
N 0.84319 -2.08000 0.92028 -0.4 0.2 -1.0 -0.32
S 0.32651 -2.59199 -0.49606 3.0 -0.1 -0.8 0.44
O 0.68518 -1.77246 -1.63079 -0.8 0.9 0.4 -0.33
O 0.59430 -3.97059 -0.75918 -1.1 -0.7 0.6 -0.29
S -1.83714 -2.53968 -0.47802 -1.2 -2.4 -0.5 0.68
O -2.24021 -2.92592 -1.79690 0.5 1.1 -1.0 -0.30
O -2.37516 -3.45719 0.48046 0.3 0.9 1.6 -0.30
C -2.56768 -0.81298 -0.23385 -0.2 0.1 0.1 -0.47
F -2.89406 -0.33586 -1.43545 0.4 0.3 -0.2 0.13
F -3.72390 -0.99670 0.42884 0.0 -0.2 0.2 0.12
C -1.72450 0.17613 0.59641 -0.2 -0.2 0.6 -0.40
F -0.56693 0.49429 0.01902 -0.1 0.0 -0.5 0.17
F -1.45411 -0.45450 1.75513 -0.1 0.0 0.1 0.15
C -2.44486 1.50330 0.98964 0.5 0.5 -0.2 -0.35
F -3.43699 1.32382 1.86494 -0.3 -0.4 -0.2 0.17
F -1.51407 2.24540 1.62411 0.3 -0.1 -0.1 0.15
C -2.96604 2.37848 -0.19747 -0.2 1.2 0.7 -0.54
F -2.21325 2.30497 -1.28150 -0.1 -0.4 -0.1 0.20
F -2.93163 3.66240 0.21600 0.0 -0.1 0.0 0.15
F -4.23961 2.12554 -0.47447 0.0 -0.6 -0.3 0.18
C 2.65642 -0.10671 0.23555 -0.3 0.5 0.4 -0.27
C 2.53374 1.03787 1.00091 -0.1 -0.9 0.3 -0.05
C 2.68886 2.23818 0.35730 -0.2 1.5 1.1 -0.18
N 2.94657 2.44248 -0.92124 0.2 -0.1 -0.5 0.06
C 3.10227 1.33552 -1.64077 -0.1 0.3 0.2 -0.13
C 2.96012 0.09144 -1.08104 0.2 -1.8 -1.3 -0.07
H 2.32585 0.96648 2.06002 0.0 0.1 0.0 0.12
H 2.57553 3.13243 0.97176 0.0 0.0 -0.2 0.10
H 3.31614 1.41381 -2.70075 0.0 0.2 0.1 0.11
H 3.07183 -0.78126 -1.71611 0.0 0.1 0.0 0.11
```
Positions in Å, forces in eV/Å.

---

Question: What is the formula in the first record?
Answer: C32H27BrCl3KN3O5

---

Question: What is the orbital gap in the first record?
Answer: 6.64 eV

---

Question: Among the records above, which one has the highest molecular weight?
Answer: C32H27BrCl3KN3O5